# C23H41N3O7

6 unconnected molecules or ions with the total composition C23H41N3O7 at a distorted geometry (wB97M-V/def2-TZVPD, the Open Molecules 2025 dataset).

* E: -1591.45631 hartree
* charge: +1
* <S²>: 0.755
* E_LUMO (alpha / beta): -4.712 / -10.029 eV
* 2S+1: 2
* orbital gap (alpha / beta): 7.2834 / 1.9670 eV

XYZ file:
```
74
C23H41N3O7 | the Open Molecules 2025 dataset | wB97M-V/def2-TZVPD
O 11.8916 21.5900 -0.4234
O 9.9011 20.4676 -0.4007
O 11.9712 25.1487 -2.2050
O 3.4251 23.3922 -5.3217
O 12.2729 25.3957 -4.4479
O 9.9497 22.6399 -0.4661
O 4.8058 24.0335 -3.6370
N 2.8315 27.2707 -1.1361
N 12.6934 13.6396 2.4689
N 16.2637 17.4862 -2.3610
C 5.8889 21.7690 -3.9445
C 10.9633 26.6460 -0.7223
C 12.2943 24.6518 -3.4218
C 11.8477 18.3963 1.1508
C 11.5976 15.9151 1.6555
C 12.2494 14.6218 2.0743
C 8.5297 20.8128 -0.1106
C 12.6055 17.0298 1.3135
C 8.5550 22.2534 -0.5600
C 5.9867 24.7469 1.5949
C 10.6546 21.5230 -0.4183
C 15.0209 20.8355 -2.1351
C 15.2391 19.6668 -1.1744
C 15.7883 18.4365 -1.8584
C 3.7324 26.6027 -0.8206
C 3.7395 25.6596 -4.9930
C 5.1296 22.7158 -3.1054
C 12.4846 23.1306 -3.3769
C 16.3085 21.5492 -2.5522
C 4.8776 25.7670 -0.4563
C 5.0303 25.7176 1.1072
C 11.8617 26.5359 -1.9467
C 3.9731 24.2188 -4.6436
H 15.7893 19.9759 -0.2857
H 6.8132 24.8353 0.8899
H 16.8691 20.8724 -3.1970
H 16.1312 22.3665 -3.2513
H 13.1914 17.1047 2.2296
H 4.0572 25.5823 1.5793
H 8.2282 20.6049 0.9160
H 11.4917 22.7023 -3.2396
H 7.9527 22.7183 0.2205
H 13.0880 22.8040 -2.5299
H 17.0598 21.9928 -1.8989
H 14.2685 19.4277 -0.7398
H 4.6196 26.2224 -5.3040
H 11.3637 27.0880 -2.7437
H 11.2819 18.5454 2.0704
H 4.7095 24.7676 -0.8576
H 12.8720 26.9305 -1.8385
H 6.0448 20.8620 -3.3604
H 8.1855 22.4478 -1.5669
H 11.0052 16.2814 2.4939
H 11.3099 25.9238 0.0169
H 4.2444 22.1463 -2.8222
H 5.7000 26.3748 -0.8334
H 11.1859 27.6029 -0.2503
H 5.5568 22.9166 -2.1229
H 14.6009 20.4320 -3.0565
H 5.4510 26.6782 1.4045
H 5.5399 21.4940 -4.9398
H 11.0322 18.4109 0.4277
H 12.5431 19.2281 1.0380
H 13.3943 16.7298 0.6237
H 3.4466 26.0444 -4.0162
H 6.8341 22.2944 -4.0816
H 5.5879 23.7328 1.5703
H 12.9084 22.9059 -4.3556
H 7.8847 20.1540 -0.6921
H 14.2896 21.5102 -1.6900
H 10.9687 15.7966 0.7731
H 6.2750 24.8441 2.6416
H 9.9034 26.4074 -0.8109
H 2.8767 25.9205 -5.6059
```

=====

# C23H42As3N7O3SV

A molecular structure, C23H42As3N7O3SV at a distorted geometry (wB97M-V/def2-TZVPD, the Open Molecules 2025 dataset).

* E: -9559.58860 hartree
* charge: +2
* <S²>: 1.130
* E_LUMO (alpha / beta): -8.033 / -6.324 eV
* 2S+1: 2
* orbital gap (alpha / beta): 5.0415 / 6.7496 eV

XYZ file:
```
80
C23H42As3N7O3SV | the Open Molecules 2025 dataset | wB97M-V/def2-TZVPD
As -0.7746 1.6816 0.7777
As -3.8459 0.6369 -3.6165
As 0.0412 -0.9102 -1.0682
V 1.0082 -0.0075 1.1537
S 4.8411 -0.4013 -0.1666
O -0.2736 -1.2603 1.7783
O 1.6567 -1.1399 2.7968
O 1.9807 -2.7614 0.6387
N 3.6835 2.3020 -1.8779
N 4.8004 -3.1117 -1.0442
N 1.7713 1.5472 2.4779
N 2.3528 0.6976 0.0655
N 2.5810 3.1486 3.6537
N 3.0013 3.4252 2.3937
N -1.0157 -0.3217 4.5574
C 0.4006 -2.6640 -1.7790
C 1.8671 2.0329 3.7057
C 3.1774 -4.4856 1.7342
C 3.5849 1.0453 -2.0494
C 0.6423 -4.6204 1.2928
C 3.4213 2.7568 -0.5729
C -2.3843 0.5342 -4.9133
C 1.9325 -3.8561 1.1769
C -1.9086 -1.0438 -1.0855
C -1.1928 2.7010 2.3651
C 4.8293 -2.0190 -0.6779
C -0.5114 3.1328 -0.4576
C 0.4177 -1.3331 2.9085
C -2.8368 0.1502 -0.8165
C 2.7694 2.0293 0.3401
C 3.2245 0.0873 -0.9473
C 0.4904 0.1105 -2.6590
C -4.3884 2.4544 -4.0710
C -4.2518 -0.4217 -0.6278
C 2.4894 2.4329 1.7195
C -2.8150 1.1614 -1.9887
C -2.5052 0.8582 0.5029
C -0.2971 -1.5496 4.2092
H 2.9912 -5.4572 2.1860
H -2.5714 0.1569 1.3383
H -3.5331 3.1312 -4.0991
H -0.6251 0.0847 5.3974
H -1.7941 1.4027 -2.2877
H 1.4466 1.6194 4.6075
H 0.4366 -1.8389 4.9579
H 0.5300 -5.0383 2.2958
H 2.8572 3.7508 4.4163
H 3.9105 -4.5849 0.9334
H -4.3186 -0.9861 0.3065
H -2.1076 -1.8346 -0.3582
H -0.9883 -2.3780 4.0593
H -1.3996 2.0215 3.1890
H -0.3645 3.3576 2.6188
H -3.2755 2.0955 -1.6559
H 0.0716 -2.6314 -2.8147
H -4.9925 0.3823 -0.5943
H 3.6098 -3.8107 2.4771
H -2.8329 0.5883 -5.9056
H -1.8632 -0.4218 -4.8447
H -1.9858 -0.5147 4.7669
H 0.7503 1.1440 -2.4466
H 2.8205 -0.8495 -1.3074
H -2.1347 -1.4571 -2.0701
H 0.2178 3.8100 -0.0168
H -2.0690 3.3028 2.1392
H -0.2161 -4.0023 1.0423
H -0.3522 0.0772 -3.3418
H -1.4619 3.6469 -0.5729
H 3.7330 3.7679 -0.3408
H -4.8628 2.4417 -5.0513
H 1.3358 -0.3776 -3.1418
H 1.4566 -2.9028 -1.7185
H -3.2321 1.6508 0.6802
H -0.1684 -3.4063 -1.2289
H 0.6871 -5.4758 0.6106
H 3.8035 0.6284 -3.0314
H -0.1528 2.7997 -1.4248
H -1.6790 1.3617 -4.8103
H -5.1151 2.8117 -3.3420
H -4.5255 -1.0847 -1.4461
```

=====

# C23H42BN4OOsSi4Te

A molecular structure, C23H42BN4OOsSi4Te (wB97M-V/def2-TZVPD, the Open Molecules 2025 dataset).

* E: -2737.45846 hartree
* charge: -1
* ΔE to the lowest compared entry with this formula, charge and spin: 54.4 kJ/mol
* E_LUMO: 1.672 eV
* orbital gap: 6.6252 eV

XYZ file:
```
77
C23H42BN4OOsSi4Te | the Open Molecules 2025 dataset | wB97M-V/def2-TZVPD
Os 0.8788 2.1164 0.9110
Te -0.9510 0.3042 1.1084
Si 1.6705 -2.5763 -0.4821
Si -0.4115 -2.0769 0.4628
Si -2.1060 -2.6961 -1.0266
Si -0.6765 -3.2762 2.4547
O -0.2996 3.6533 1.7291
N 3.5165 6.0303 2.8419
N 2.5673 1.0081 0.7001
N -0.8429 6.7305 3.3170
N 0.8848 4.0773 1.9341
C -3.1677 4.2759 -0.2473
C 0.0048 6.0510 2.9439
C 1.0196 2.3969 -0.8938
C 0.0050 2.9142 -1.9082
C 1.5159 -4.2873 -1.2677
C -0.2212 -5.0928 2.2276
C -0.6622 5.1696 -0.9706
C 1.0898 5.2240 2.5067
C -1.6394 -2.2212 -2.7884
C -1.0102 3.8484 -1.2573
C -2.2811 3.4209 -0.8898
C 0.4219 -2.5577 3.7950
C -2.8079 5.5836 0.0327
C -2.4725 -3.1795 3.0135
C 3.6341 0.5983 0.5392
C 2.9601 -2.6784 0.8692
C -0.6530 1.6861 -2.5533
C -2.3770 -4.5633 -0.9719
C 0.7878 3.6410 -3.0165
C 2.0812 -1.3526 -1.8406
C -3.7345 -1.8600 -0.5993
C -1.5470 6.0284 -0.3376
C 2.4363 5.6669 2.6988
B 5.1087 0.0582 0.3242
H 0.2047 -1.4992 3.9502
H 0.0990 4.0724 -3.7455
H 0.8367 -5.1982 1.9752
H 2.4867 -4.5957 -1.6680
H 1.9414 -0.3277 -1.4951
H 1.4218 4.4369 -2.6269
H -0.4000 -5.6485 3.1529
H 1.4379 2.9297 -3.5286
H -2.7403 -4.8778 0.0099
H -4.0528 -2.1063 0.4161
H -1.4519 -5.1066 -1.1743
H -4.5232 -2.1733 -1.2899
H -2.7864 -2.1377 3.1168
H -2.6089 -3.6720 3.9806
H -3.1380 -3.6605 2.2921
H 1.1988 -5.0390 -0.5407
H 3.1239 -1.4585 -2.1502
H 2.9412 -1.7988 1.5131
H 3.9658 -2.7428 0.4487
H 5.4647 -0.4559 1.3649
H 0.3220 5.5402 -1.2267
H -1.3774 1.9981 -3.3102
H 1.9715 2.1365 -1.3828
H 0.2739 -3.0868 4.7409
H -0.7293 -2.7282 -3.1151
H -2.4441 -2.4874 -3.4804
H -1.2432 7.0444 -0.1161
H 0.1134 1.0751 -3.0346
H -1.4651 -1.1456 -2.8654
H -2.5854 2.3995 -1.0718
H 5.0678 -0.7558 -0.5769
H -0.8036 -5.5637 1.4326
H -1.1507 1.0622 -1.8123
H -3.4904 6.2451 0.5504
H 1.4346 -1.5161 -2.7068
H 5.8033 1.0090 0.0351
H -3.1191 -4.8673 -1.7161
H -4.1426 3.9056 0.0459
H 0.7993 -4.2889 -2.0918
H 2.7839 -3.5634 1.4878
H 1.4750 -2.6433 3.5174
H -3.6367 -0.7747 -0.6636
```

=====

# C23H42BeBrIN3O2Si

A molecular structure, C23H42BeBrIN3O2Si (wB97M-V/def2-TZVPD, the Open Molecules 2025 dataset).

* E: -4392.31637 hartree
* <S²>: 0.767
* ΔE to the lowest compared entry with this formula, charge and spin: 5.8 kJ/mol
* E_LUMO (alpha / beta): 0.327 / 0.304 eV
* 2S+1: 2
* orbital gap (alpha / beta): 4.8803 / 8.6120 eV

XYZ file:
```
74
C23H42BeBrIN3O2Si | the Open Molecules 2025 dataset | wB97M-V/def2-TZVPD
I -1.2937 -4.0033 1.7845
Br -0.5881 -0.0196 1.0805
Si 1.2437 1.2653 0.7520
O 0.8631 -5.2538 -2.4876
O -3.9161 -0.7517 1.1163
N -1.4320 -3.6677 -2.4761
N -3.8611 0.4766 0.5389
N -2.7989 -2.4096 -0.8689
C -1.5421 -5.1373 -2.5052
C 2.1555 1.1516 3.4468
C 0.9894 -3.8560 -2.3203
C -3.4231 -3.4784 1.7239
C -0.2282 3.2048 2.2729
C 3.9408 1.1384 1.7160
C -3.7570 1.9300 -1.3261
C 1.8703 4.0212 1.2086
C -3.8371 2.8166 0.9086
C 1.7719 0.8986 -1.0653
C -3.7615 3.0563 -0.4842
C 2.7312 1.9663 -1.6119
C -0.3048 -5.7362 -1.8514
C -3.8069 0.6609 -0.8274
C -0.1646 -3.1250 -2.9928
C -2.1256 -2.9806 -1.6214
C -3.8866 1.5517 1.3994
C 2.5642 -0.8912 2.1447
C -0.1655 3.5797 -0.1500
C 0.6722 3.0767 1.0347
C 2.4791 -0.4588 -1.1506
C 2.5248 0.6422 2.0454
C 0.5608 0.8134 -2.0063
Be -3.4372 -2.1002 0.6816
H -3.6477 -3.2561 2.7651
H -0.1214 0.0253 -1.6859
H -1.1293 2.5990 2.1798
H 2.8991 -1.3727 1.2284
H -3.8976 -4.4175 1.4531
H -0.1308 -2.0567 -2.7912
H -1.0310 2.9420 -0.3371
H 0.9180 0.5837 -3.0163
H 3.2705 -1.1656 2.9332
H 1.1438 0.8589 3.7319
H -0.1524 -3.2853 -4.0730
H 0.2729 2.9369 3.2009
H 1.9357 -3.5638 -2.7737
H 3.4401 -0.4684 -0.6388
H 1.5915 -1.3056 2.4084
H 1.8643 -1.2583 -0.7335
H -0.2923 -5.4784 -0.7848
H -0.5492 4.5742 0.0952
H -3.7212 2.0442 -2.4016
H 4.6209 0.8248 2.5137
H 0.4142 3.6762 -1.0675
H 2.2557 2.9428 -1.7008
H 4.0036 2.2247 1.6445
H 3.6254 2.0827 -0.9997
H 1.4990 5.0468 1.2967
H -2.4546 -5.4348 -1.9907
H 2.2400 2.2334 3.5373
H 2.8449 0.7102 4.1721
H 2.6730 -0.6894 -2.2037
H -3.7286 4.0574 -0.8832
H -1.6073 -5.4392 -3.5527
H -3.8232 -0.2289 -1.4301
H -0.3032 -6.8210 -1.9553
H 2.4389 3.8075 2.1130
H 4.3226 0.7169 0.7861
H -3.8557 3.6355 1.6151
H -0.0148 1.7320 -2.0625
H 3.0588 1.6731 -2.6143
H -0.5427 4.2492 2.3582
H 1.0136 -3.6033 -1.2527
H 2.5593 3.9973 0.3635
H -3.9393 1.2891 2.4436
```

=====

# C23H42F3NO9S4

5 unconnected molecules or ions with the total composition C23H42F3NO9S4 at a distorted geometry (wB97M-V/def2-TZVPD, the Open Molecules 2025 dataset).

* E: -3525.84825 hartree
* E_LUMO: 0.449 eV
* orbital gap: 10.0173 eV

XYZ file:
```
82
C23H42F3NO9S4 | the Open Molecules 2025 dataset | wB97M-V/def2-TZVPD
S -3.9382 5.2196 -0.8850
S 0.7064 -2.3045 -4.2774
S 3.7573 -2.0615 4.5922
S -2.8614 0.6876 1.3975
F -2.0486 -2.9403 -1.4233
F -2.4355 -4.9782 -0.8280
F -3.2759 -3.3427 0.2995
O -5.2834 4.7417 -0.6944
O 2.5092 -2.6076 5.0572
O -2.9083 4.3251 -1.3556
O -0.6876 -1.9930 -4.4720
O -2.9809 1.6049 2.5064
O 2.7619 -1.5273 -0.4716
O 1.0938 -3.5636 -3.6890
O 4.7699 -2.9245 4.0297
O -1.8448 -0.3376 1.4163
N 3.9443 -3.2249 0.5991
C -4.9060 0.4588 -0.2950
C 1.5525 -3.3071 0.7013
C -2.1611 -3.7453 -0.3546
C 4.4918 -1.0391 5.8640
C 1.4958 -0.9525 -3.4020
C 2.0990 -4.7179 0.4488
C -3.3557 6.0323 0.5985
C -3.5152 7.8471 -1.0298
C -2.7527 1.5897 -0.1376
C 0.2562 -2.9527 -0.0052
C 2.5132 -0.3485 -4.3763
C 3.8853 0.5651 4.1271
C 2.7584 -2.5361 0.2021
C 3.4387 -0.7227 3.4257
C -2.6268 7.2682 0.0813
C 4.9996 0.1873 5.1128
C -0.9348 -3.7425 0.5500
C 1.9913 -0.5998 -5.7987
C -4.4478 -0.0920 1.0621
C 3.5411 -4.5899 1.0002
C -3.9359 6.6814 -1.9339
C 1.5661 -2.0648 -5.8319
C -3.6448 0.8114 -1.0955
H 1.4894 -3.0812 1.7776
H -4.9319 6.8020 -2.3520
H -4.2334 6.2978 1.1870
H 5.2695 -1.6109 6.3647
H 4.1319 -5.4120 0.5931
H -3.8763 1.4044 -1.9786
H 2.6589 0.7120 -4.1774
H -2.9976 8.6149 -1.6023
H -2.7287 5.3384 1.1544
H -3.2180 6.5002 -2.7311
H 0.0394 -1.8929 0.1839
H -4.2758 -1.1665 1.0328
H -0.6876 -4.7839 0.7689
H 2.3784 -0.7254 3.1829
H 5.2271 1.0030 5.7971
H 3.7001 -0.7806 6.5661
H -4.3995 8.3080 -0.5862
H 1.9592 -1.3490 -2.5042
H 4.0272 -0.9170 2.5307
H 1.1295 0.0403 -5.9996
H 0.3707 -3.0600 -1.0882
H -3.1402 -0.1014 -1.4218
H 4.2185 1.3052 3.4018
H 4.3140 -2.7968 1.4423
H -1.6553 6.9823 -0.3272
H -5.1259 0.1540 1.8753
H -5.5041 1.3602 -0.1463
H 0.7146 -0.2441 -3.1327
H -1.7110 1.6447 -0.4452
H 2.7482 -0.3902 -6.5535
H 2.4263 -2.7338 -5.8340
H 0.8915 -2.3182 -6.6461
H -1.2546 -3.2810 1.4922
H 3.4791 -0.8413 -4.2509
H 3.4515 -4.6830 2.0896
H 2.1341 -4.8124 -0.6466
H -5.5263 -0.2673 -0.8183
H 3.0447 0.9956 4.6739
H -2.4557 7.9882 0.8797
H 5.9138 -0.0613 4.5700
H 1.5570 -5.5324 0.9309
H -3.1388 2.5881 0.0321
```

=====

# C23H42FeN5O

A molecular structure, C23H42FeN5O at a distorted geometry (wB97M-V/def2-TZVPD, the Open Molecules 2025 dataset).

* E: -2513.87396 hartree
* charge: +1
* <S²>: 12.023
* ΔE to the lowest compared entry with this formula, charge and spin: 0.0 kJ/mol
* E_LUMO (alpha / beta): -1.849 / -4.146 eV
* 2S+1: 7
* orbital gap (alpha / beta): 3.0140 / 7.1170 eV

XYZ file:
```
72
C23H42FeN5O | the Open Molecules 2025 dataset | wB97M-V/def2-TZVPD
Fe 17.4781 11.4246 -29.2274
O 19.0498 11.4655 -30.4815
N 18.8486 11.6481 -27.4879
N 15.9033 11.7372 -30.5882
N 17.2494 13.5723 -28.7519
N 15.9781 11.2425 -27.6551
N 17.6511 9.2334 -28.8727
C 19.2986 5.7751 -28.5826
C 16.8039 14.5922 -28.4592
C 14.7986 16.0623 -28.2519
C 19.7937 11.8392 -26.8653
C 17.7308 8.3732 -28.0268
C 20.0122 10.9173 -31.4119
C 14.2190 15.9927 -29.6778
C 13.8515 11.8146 -33.4029
C 19.9422 9.3538 -31.6223
C 20.9779 11.9783 -26.0738
C 22.0807 13.0249 -26.5026
C 21.4203 11.4434 -31.1390
C 14.7019 9.1070 -25.1108
C 17.7313 7.2993 -26.9970
C 18.2561 5.8837 -27.4406
C 16.3088 15.9422 -28.0519
C 14.8697 12.0193 -31.1156
C 14.4274 10.5590 -25.6009
C 13.6493 12.3447 -31.8832
C 13.5050 8.6384 -24.2085
C 22.6714 12.9185 -27.9230
C 14.0419 10.2793 -33.5355
C 15.2561 10.9324 -26.7869
H 21.8926 13.0954 -28.6647
H 18.3629 7.6365 -26.1751
H 21.5713 13.9674 -26.3019
H 13.4175 7.6029 -23.8797
H 21.4998 12.5299 -31.1009
H 14.6076 11.2330 -24.7635
H 21.7960 11.1635 -30.1548
H 14.9169 10.1534 -32.8978
H 13.3273 9.6398 -33.0173
H 22.0740 11.2139 -31.9805
H 14.7399 12.3295 -33.7687
H 20.6770 9.0192 -30.8900
H 12.7858 11.8099 -31.4878
H 15.6186 8.9785 -24.5352
H 14.3603 9.8707 -34.4945
H 20.1091 6.4709 -28.3663
H 19.7350 4.7940 -28.7701
H 13.4075 10.5899 -25.9841
H 21.4454 10.9942 -26.0417
H 12.9029 12.1413 -33.8288
H 18.8571 6.1106 -29.5210
H 16.6344 16.2943 -27.0731
H 14.7450 16.7786 -30.2198
H 20.7132 12.2192 -25.0443
H 14.6618 8.3811 -25.9230
H 17.4179 5.2664 -27.7639
H 12.5691 8.6696 -24.7665
H 20.2468 8.9310 -32.5797
H 18.6008 5.3886 -26.5328
H 16.7688 7.2682 -26.4865
H 13.1309 16.0200 -29.7355
H 23.2154 11.9805 -28.0344
H 13.4657 13.4191 -31.8720
H 14.5206 17.0790 -27.9743
H 14.4424 15.1131 -30.2815
H 23.4224 13.7045 -28.0015
H 18.9724 8.9105 -31.3967
H 16.7924 16.6646 -28.7095
H 22.9680 13.0041 -25.8699
H 14.2991 15.3742 -27.5699
H 19.7485 11.1201 -32.4499
H 13.4059 9.3244 -23.3673
```